22
Properties=species:S:1:pos:R:3 method="wB97M-V/def2-TZVPD" homo_lumo_gap_ev=10.93 multiplicity=1 e_above_lowest_ev=2.7848 charge=+1 e_tot_ev=-14759.23279
Li -25.416 -43.991 -9.802
O -23.607 -45.516 -10.124
H -22.982 -45.610 -9.519
H -23.471 -46.255 -10.776
O -26.710 -45.596 -10.615
H -26.590 -46.361 -9.903
H -27.618 -45.383 -10.432
O -25.705 -44.651 -7.762
H -25.063 -45.182 -7.333
H -26.096 -43.991 -7.277
O -27.996 -42.788 -12.412
H -28.318 -43.586 -12.381
H -26.963 -42.971 -12.110
O -27.279 -42.786 -9.002
H -26.816 -42.132 -8.479
H -27.906 -42.356 -9.517
O -24.336 -42.401 -9.404
H -24.927 -42.090 -8.906
H -23.678 -41.862 -9.810
O -24.996 -43.482 -11.899
H -24.816 -42.640 -12.341
H -24.663 -44.347 -12.519

20
Properties=species:S:1:pos:R:3 method="wB97M-V/def2-TZVPD" homo_lumo_gap_ev=11.05 multiplicity=1 e_above_lowest_ev=3.1300 charge=+1 e_tot_ev=-11947.29215
N 12.176 38.327 34.206
H 12.935 38.102 33.748
H 12.303 39.104 34.826
H 11.788 37.422 34.643
H 11.471 38.813 33.639
O 14.776 40.987 36.451
H 14.043 41.281 37.056
H 14.296 40.752 35.716
O 11.908 37.276 31.203
H 12.587 36.886 30.641
H 11.081 37.453 30.788
O 9.742 39.563 35.286
H 8.901 39.341 35.029
H 9.692 40.467 35.480
O 14.515 40.180 33.821
H 15.220 39.751 33.440
H 14.770 41.224 33.787
O 11.291 35.839 36.631
H 12.379 35.725 36.576
H 11.001 36.390 37.401

20
Properties=species:S:1:pos:R:3 method="wB97M-V/def2-TZVPD" homo_lumo_gap_ev=10.00 multiplicity=1 e_above_lowest_ev=5.2484 charge=+1 e_tot_ev=-11945.17378
N 38.475 -44.375 34.653
H 38.326 -44.999 33.765
H 39.362 -44.646 34.839
H 38.156 -44.509 35.457
H 38.412 -43.424 34.286
O 38.752 -44.077 31.858
H 39.416 -43.660 31.520
H 38.523 -44.821 31.246
O 37.009 -41.879 35.787
H 36.144 -41.841 36.036
H 37.320 -42.151 36.670
O 35.797 -45.927 34.625
H 35.330 -46.095 35.452
H 35.341 -46.017 33.724
O 37.485 -42.666 37.659
H 37.348 -41.887 38.259
H 37.806 -43.513 38.086
O 39.455 -46.295 35.707
H 39.062 -46.918 36.381
H 40.036 -46.775 35.098

26
Properties=species:S:1:pos:R:3 method="wB97M-V/def2-TZVPD" homo_lumo_gap_ev=7.84 multiplicity=1 e_above_lowest_ev=0.7840 charge=+2 e_tot_ev=-34260.95648
Na -0.873 0.919 -2.883
Na 1.364 3.050 -2.024
Na 2.703 1.248 0.606
Na 2.575 -0.088 -2.204
O 0.724 0.650 -0.750
H 0.179 -0.121 -0.594
O 1.302 1.537 -3.800
H 1.298 0.614 -3.550
O -2.471 -0.255 -1.063
H -2.421 0.222 -0.216
H -2.141 -1.147 -0.848
O 1.623 0.533 2.794
H 1.626 0.164 3.690
H 1.072 -0.094 2.306
O -1.113 -2.796 -0.436
H -0.305 -2.384 -0.112
H -1.277 -3.552 0.141
O -1.384 2.429 0.060
H -0.624 1.829 -0.059
H -1.270 3.143 -0.579
O 1.142 -1.701 0.988
H 1.084 -0.889 0.425
H 2.055 -1.808 1.290
O -1.845 -0.197 2.182
H -0.996 -0.426 1.797
H -2.028 -0.881 2.839

22
Properties=species:S:1:pos:R:3 method="wB97M-V/def2-TZVPD" homo_lumo_gap_ev=11.56 multiplicity=1 e_above_lowest_ev=0.7134 charge=+1 e_tot_ev=-18972.79886
Na 0.055 -0.014 0.004
O 0.446 -1.648 2.075
H 1.347 -1.711 1.716
H 0.482 -2.237 2.841
O 0.914 -2.008 -0.714
H 0.268 -2.695 -0.442
H 1.731 -2.467 -0.584
O -0.680 2.324 -0.863
H -1.622 2.429 -0.881
H -0.458 3.032 -0.277
O -2.080 -0.768 -0.054
H -1.769 -1.523 0.385
H -2.904 -0.997 -0.480
O 1.882 1.248 -0.261
H 1.916 2.141 -0.356
H 2.291 0.836 -1.044
O -0.505 1.025 1.968
H -0.228 0.204 2.365
H -0.006 1.735 2.436
O -0.063 0.140 -2.461
H -0.145 1.105 -2.522
H -0.877 -0.156 -2.853

21
Properties=species:S:1:pos:R:3 method="wB97M-V/def2-TZVPD" homo_lumo_gap_ev=10.10 multiplicity=1 smiles=O.O.O.O.O.O.S e_above_lowest_ev=0.9027 e_tot_ev=-23347.52867
S 4.075 3.717 -3.579
H 3.345 4.830 -3.724
H 3.138 2.895 -4.069
H -1.935 -0.773 -2.302
H -1.033 -1.826 -1.762
O -1.017 -0.902 -2.040
H -0.069 -0.731 2.420
H -1.456 -0.284 2.748
O -0.992 -0.909 2.178
H -0.421 0.662 0.096
H 0.343 1.181 -1.042
O -0.077 1.514 -0.230
H 2.113 1.999 2.777
H 1.295 1.690 1.539
O 1.253 1.663 2.503
H 0.866 -2.747 0.492
H -0.437 -2.749 1.264
O 0.265 -3.334 0.958
H -3.719 -1.581 0.344
H -2.509 -2.063 1.111
O -3.028 -2.250 0.317